(1)
51
Properties=species:S:1:pos:R:3 method="wB97M-V/def2-TZVPD" smiles="COc1cc(N)c(Cl)cc1C(=O)N[C@H]1CC[N@H+](Cc2ccccc2)CC1" homo_ev=-10.6 gap_ev=8.64 e_above_lowest_kcal_mol=0.0 charge=+1 fmax_ev_per_a=0.7
C -1.783 -1.248 3.599
H -2.686 -0.808 4.032
H -1.962 -2.299 3.359
H -0.968 -1.178 4.318
O -1.349 -0.525 2.467
C -2.157 -0.424 1.397
C -3.419 -0.992 1.323
C -4.238 -0.839 0.200
N -5.460 -1.399 0.141
H -5.812 -1.956 0.897
H -6.018 -1.280 -0.686
C -3.739 -0.077 -0.876
C -2.500 0.507 -0.812
C -1.682 0.356 0.314
C -0.348 0.955 0.371
O 0.583 0.417 0.990
N -0.205 2.123 -0.292
H -1.042 2.475 -0.728
C 0.953 3.008 -0.386
H 0.535 3.973 -0.686
C 1.694 3.194 0.956
H 1.075 2.800 1.762
H 1.843 4.256 1.149
C 3.055 2.496 0.963
N 2.909 1.183 0.319
C 2.741 1.327 -1.140
H 2.238 0.430 -1.506
C 1.939 2.584 -1.487
H 2.613 3.425 -1.654
H 1.397 2.415 -2.418
H 3.726 1.379 -1.613
C 3.981 0.229 0.671
C 3.782 -1.104 -0.004
C 4.691 -1.557 -0.951
C 4.507 -2.784 -1.565
C 3.409 -3.562 -1.243
C 2.497 -3.113 -0.301
C 2.683 -1.892 0.321
H 1.970 -1.550 1.057
H 1.642 -3.719 -0.045
H 3.266 -4.518 -1.722
H 5.223 -3.131 -2.294
H 5.553 -0.956 -1.202
H 4.947 0.657 0.383
H 3.964 0.099 1.756
H 1.927 0.797 0.686
H 3.391 2.357 1.991
H 3.811 3.082 0.433
H -2.146 1.047 -1.677
Cl -4.710 0.112 -2.304
H -3.803 -1.576 2.143

---

(2)
20
Properties=species:S:1:pos:R:3 method="wB97M-V/def2-TZVPD" homo_ev="-3.0 / -4.2" gap_ev="4.47 / 5.69" e_above_lowest_kcal_mol=26.7 charge=-1 s_squared=3.76 multiplicity=4 fmax_ev_per_a=2.7
Ti -0.487 0.522 1.686
Cl -0.895 2.637 1.313
C -2.085 -0.595 1.231
H -2.240 -1.214 2.131
H -2.031 -1.212 0.326
H -2.922 0.119 1.162
Pr 0.770 -1.290 -1.301
C 2.487 0.117 -2.176
C -1.069 0.009 -2.080
C 1.247 -0.300 0.838
H -2.054 -0.339 -1.739
H -0.973 1.077 -1.844
H -1.040 -0.079 -3.181
H 3.461 -0.395 -2.184
H 2.247 0.443 -3.198
H 2.570 1.013 -1.545
H 1.522 -1.200 1.444
H 2.177 0.096 0.367
N -0.329 0.310 4.964
C -0.357 0.282 3.787

---

(3)
13
Properties=species:S:1:pos:R:3 method="wB97M-V/def2-TZVPD" homo_ev="-8.9 / -8.3" gap_ev="8.52 / 7.59" e_above_lowest_kcal_mol=116.9 charge=0 fmax_ev_per_a=5.2
C -1.043 0.995 0.468
C -0.276 -1.392 -0.096
C -0.388 0.066 -0.450
N 1.838 0.551 -0.175
O 2.538 0.321 -1.076
O 2.008 0.745 1.005
Br -0.321 0.523 -2.284
H -0.643 2.068 0.651
H -0.725 0.667 1.500
H -2.051 0.956 0.293
H 0.620 -1.592 0.478
H -0.407 -2.197 -0.832
H -1.150 -1.714 0.519

---

(4)
14
Properties=species:S:1:pos:R:3 method="wB97M-V/def2-TZVPD" smiles="C#C/C(=C/C)C(=O)O" homo_ev=-9.6 gap_ev=9.77 e_above_lowest_kcal_mol=46.0 charge=0 fmax_ev_per_a=3.7
C 1.918 -1.433 -0.258
C 0.416 -1.401 -0.044
C -0.302 -0.294 -0.034
C -1.739 -0.411 0.011
C -2.963 -0.535 0.166
C 0.274 1.110 -0.010
H 2.333 -1.960 0.615
H 2.104 -2.137 -1.132
H 2.392 -0.462 -0.489
H -0.009 -2.362 -0.207
H -3.960 -0.760 0.592
H 1.407 0.270 1.104
O 1.421 1.153 0.720
O -0.158 1.996 -0.654

---

(5)
15
Properties=species:S:1:pos:R:3 method="wB97M-V/def2-TZVPD" smiles=CCCCO homo_ev=-10.3 gap_ev=11.19 e_above_lowest_kcal_mol=46.2 charge=0 fmax_ev_per_a=3.8
C 1.817 0.330 0.265
O 2.505 -0.583 1.214
C 0.552 0.011 -0.534
C -0.764 -0.135 0.231
C -2.091 -0.039 -0.471
H 1.842 1.338 0.746
H 2.581 0.564 -0.580
H 1.838 -1.047 1.779
H 0.831 -0.834 -1.090
H 0.200 0.683 -1.409
H -0.861 0.822 0.804
H -0.796 -1.085 0.858
H -2.289 0.713 -1.194
H -3.006 0.339 0.192
H -2.359 -1.078 -0.810

---

(6)
17
Properties=species:S:1:pos:R:3 method="wB97M-V/def2-TZVPD" homo_ev="-13.6 / -13.9" gap_ev="8.34 / 7.31" e_above_lowest_kcal_mol=15.9 charge=+1 s_squared=0.79 multiplicity=2 fmax_ev_per_a=1.8
C 0.292 -0.302 -2.535
C 0.942 -0.270 -1.301
C 0.351 -0.536 -0.084
C 1.095 -0.756 1.092
O 2.158 -1.503 0.959
C 0.577 -0.587 2.469
H 0.568 0.440 -3.270
H -0.534 -0.961 -2.771
H 2.022 -0.212 -1.318
H -0.709 -0.396 0.083
H 2.430 -1.909 1.798
H -0.035 0.300 2.553
H 1.349 -0.603 3.227
H -0.118 -1.418 2.604
H -3.808 2.690 -1.830
H -2.828 2.924 -0.719
O -3.751 3.099 -0.956

---

(7)
47
Properties=species:S:1:pos:R:3 method="wB97M-V/def2-TZVPD" homo_ev="-1.4 / -0.9" gap_ev="4.96 / 4.57" e_above_lowest_kcal_mol=0.7 charge=-2 s_squared=3.77 multiplicity=4 fmax_ev_per_a=17.5
Y 11.570 16.906 0.111
Y 13.676 20.375 0.735
Ni 11.118 19.788 -1.344
C 11.998 22.792 -1.415
O 12.319 21.506 -0.947
H 12.689 23.163 -2.172
H 11.066 22.764 -1.980
H 12.010 23.596 -0.680
P 13.733 18.139 -1.712
O 14.525 17.040 -2.443
O 12.191 18.274 -1.921
O 14.445 19.323 -0.978
O 13.666 17.220 -0.461
P 10.882 19.256 1.546
O 11.878 20.427 1.878
O 11.229 17.856 2.030
O 11.923 19.094 0.443
O 10.294 18.865 0.155
As 14.793 16.354 2.271
F 16.472 16.670 2.732
F 15.414 15.740 0.653
F 13.096 16.104 1.714
F 14.186 16.889 3.862
F 14.707 18.127 1.715
F 14.956 14.721 2.940
As 8.809 17.423 -2.522
F 9.618 16.955 -4.003
F 10.058 16.633 -1.485
F 7.923 17.799 -0.992
F 7.559 18.319 -3.467
F 7.855 15.904 -2.674
F 9.722 19.025 -2.423
C 7.608 15.386 1.416
Cl 9.423 15.571 1.387
Cl 7.277 14.580 2.943
H 7.163 16.364 1.233
H 7.324 14.741 0.584
C 7.800 18.748 3.364
Cl 6.763 19.193 1.948
Cl 8.628 20.194 4.001
H 7.272 18.244 4.173
H 8.554 18.020 3.063
C 12.626 19.757 4.890
Cl 12.921 19.298 6.525
Cl 14.116 19.918 3.919
H 12.113 18.904 4.447
H 12.123 20.722 4.956

---

(8)
129
Properties=species:S:1:pos:R:3 method="wB97M-V/def2-TZVPD" homo_ev="-12.8 / -12.8" gap_ev="7.68 / 4.94" e_above_lowest_kcal_mol=0.0 charge=+2 s_squared=0.76 multiplicity=2 fmax_ev_per_a=0.2
Ir 0.056 -0.028 -0.299
O -1.980 -4.529 -1.237
S -0.915 -3.681 -0.718
C -0.926 -3.863 1.075
C -0.768 -5.163 1.534
C -0.871 -5.418 2.891
C -1.165 -4.376 3.754
C -1.335 -3.084 3.274
C -1.192 -2.786 1.920
P -1.480 -1.079 1.283
C -1.825 -0.160 2.816
C -0.868 -0.101 3.833
C -1.113 0.611 4.993
C -2.323 1.276 5.156
C -3.287 1.206 4.163
C -3.044 0.488 2.998
C -3.129 -1.299 0.512
C -3.805 -2.516 0.568
C -5.040 -2.669 -0.052
C -5.623 -1.607 -0.719
C -4.976 -0.376 -0.747
C -3.741 -0.225 -0.144
C 0.662 -4.315 -1.132
C 0.729 -5.645 -1.529
C 1.973 -6.210 -1.739
C 3.114 -5.449 -1.524
C 3.016 -4.118 -1.150
C 1.775 -3.504 -0.976
P 1.828 -1.697 -0.556
C 2.866 -1.917 0.941
C 4.179 -1.478 1.056
C 4.895 -1.712 2.225
C 4.312 -2.385 3.285
C 3.008 -2.853 3.166
C 2.298 -2.630 2.000
C 2.957 -1.111 -1.856
C 3.672 0.072 -1.661
C 4.510 0.554 -2.652
C 4.633 -0.130 -3.854
C 3.899 -1.285 -4.069
C 3.060 -1.773 -3.077
H -0.576 -5.970 0.840
H -0.744 -6.426 3.263
H -1.282 -4.565 4.813
H -1.598 -2.308 3.975
H 0.061 -0.646 3.741
H -0.366 0.640 5.775
H -2.518 1.830 6.065
H -4.241 1.699 4.295
H -3.816 0.429 2.242
H -3.397 -3.364 1.098
H -5.540 -3.627 -0.007
H -6.581 -1.730 -1.207
H -5.430 0.467 -1.252
H -3.247 0.732 -0.197
H -0.183 -6.211 -1.672
H 2.052 -7.242 -2.054
H 4.092 -5.890 -1.663
H 3.923 -3.543 -1.012
H 4.666 -0.960 0.243
H 5.917 -1.365 2.299
H 4.873 -2.563 4.192
H 2.552 -3.408 3.976
H 1.295 -3.020 1.918
H 3.563 0.636 -0.743
H 5.064 1.469 -2.485
H 5.291 0.246 -4.626
H 3.974 -1.811 -5.011
H 2.481 -2.666 -3.271
B 1.626 3.063 -0.570
N 1.461 2.204 -1.848
C 1.750 2.615 -3.084
C 1.380 1.631 -3.986
C 0.862 0.618 -3.197
N 0.909 0.979 -1.907
N 1.949 2.121 0.643
C 2.751 2.507 1.640
C 2.738 1.550 2.640
C 1.885 0.572 2.160
N 1.403 0.917 0.960
H 0.634 3.707 -0.360
H 2.583 3.772 -0.717
H 2.203 3.581 -3.237
H 1.489 1.640 -5.056
H 0.510 -0.355 -3.491
H 3.273 3.446 1.565
H 3.285 1.550 3.565
H 1.635 -0.377 2.594
C -0.697 2.758 2.099
C -1.255 2.697 0.727
N -1.108 1.751 -0.198
C -1.652 2.253 -1.373
C -2.151 3.481 -1.142
N -1.913 3.745 0.190
C -2.066 5.075 0.774
N -0.994 5.938 0.375
N -0.929 6.296 -0.938
N 0.214 6.788 -1.190
C 0.975 6.751 -0.036
C 2.288 7.169 0.193
C 2.788 6.996 1.462
C 1.999 6.443 2.491
C 0.699 6.035 2.280
C 0.209 6.189 0.981
H -0.283 1.805 2.393
H -1.460 3.034 2.826
H 0.105 3.498 2.118
H -1.620 1.691 -2.282
H -2.611 4.205 -1.791
H -2.082 5.003 1.858
H -3.011 5.484 0.425
H 2.872 7.616 -0.600
H 3.797 7.312 1.690
H 2.421 6.360 3.485
H 0.094 5.656 3.094
Cl -6.266 -1.656 -6.061
C -4.864 -1.598 -5.063
C -4.207 -2.777 -4.739
C -3.077 -2.724 -3.943
C -2.629 -1.501 -3.447
C -3.298 -0.325 -3.783
C -4.409 -0.367 -4.602
C -1.477 -1.495 -2.525
O -0.650 -2.452 -2.562
O -1.395 -0.550 -1.683
H -4.579 -3.719 -5.116
H -2.549 -3.631 -3.687
H -2.951 0.626 -3.411
H -4.930 0.537 -4.884